[1]
Molecular formula: C31H32Cl3N2OP2PtSi
Method: DFT, ωB97M-V with the def2-TZVPD basis set

Each line ends with the Löwdin charge.
Cartesian coordinates (Å):
1 Pt -0.3285 0.6551 0.8644  0.4559
2 C -2.2712 0.6655 -1.7490  -0.3297
3 C -1.8856 -0.8288 -1.4809  -0.3146
4 P -0.1986 -1.6566 -1.4820  0.9918
5 C -0.5155 -3.3284 -0.9096  -0.3679
6 C -0.5911 -3.5654 0.4612  -0.1311
7 C -0.7843 -4.8564 0.9221  -0.0641
8 C -0.8588 -5.9122 0.0227  -0.0598
9 C -0.7620 -5.6795 -1.3423  -0.0628
10 C -0.5979 -4.3862 -1.8128  -0.0726
11 C 0.5487 -1.6749 -3.1901  -0.2076
12 C 2.8673 -0.9835 -2.2605  -0.3576
13 C 2.2416 -1.9869 -3.2549  -0.2343
14 C 2.5564 -1.4429 -4.6152  -0.0632
15 C 1.6079 -0.6087 -5.0351  -0.1057
16 C 0.4964 -0.6358 -4.0988  -0.1512
17 P -1.7080 2.0772 -0.6050  0.9372
18 C -2.5009 3.6016 -1.1940  -0.3969
19 C -2.2935 4.0870 -2.4855  -0.0930
20 C -2.9168 5.2522 -2.8972  -0.0680
21 C -3.7484 5.9395 -2.0196  -0.0657
22 C -3.9559 5.4643 -0.7340  -0.0698
23 C -3.3340 4.2939 -0.3202  -0.0977
24 C 0.0208 2.4243 -1.1129  -0.3873
25 C 0.7065 1.3385 -1.3539  -0.3933
26 C 3.0525 1.5089 -1.4559  -0.1266
27 C 3.4631 2.7107 -1.1917  -0.0297
28 C 2.2648 3.7526 -0.9706  -0.0381
29 C 0.9380 3.6475 -0.9009  -0.0656
30 H -3.3494 0.6855 -1.5636  0.0828
31 H -2.1064 0.9443 -2.7912  0.0694
32 H -2.4131 -1.4414 -2.2202  0.0929
33 H -2.2610 -1.1023 -0.4921  0.0705
34 H -0.4687 -2.7500 1.1660  0.0668
35 H -0.8584 -5.0442 1.9849  0.1108
36 H -0.9814 -6.9228 0.3890  0.1117
37 H -0.8098 -6.5053 -2.0393  0.1116
38 H -0.5291 -4.1942 -2.8767  0.1069
39 H 3.8820 -1.2555 -1.9913  0.0814
40 H 2.6006 -2.9815 -3.0064  0.1300
41 H 3.5061 -1.6297 -5.0957  0.1212
42 H 1.6328 0.0189 -5.9123  0.1119
43 H -0.3805 -0.0141 -4.2537  0.1103
44 H -1.6343 3.5576 -3.1656  0.1094
45 H -2.7546 5.6294 -3.8982  0.1101
46 H -4.2318 6.8524 -2.3413  0.1109
47 H -4.5964 6.0065 -0.0515  0.1099
48 H -3.4937 3.9146 0.6820  0.1001
49 H 0.9553 -0.5807 -1.9011  -0.1678
50 H 1.5790 0.3939 -3.0594  0.1182
51 H 4.4775 3.0639 -1.0923  0.1141
52 H 2.6584 4.7479 -0.7989  0.1028
53 H 0.4095 4.5652 -0.6659  0.1096
54 N -0.7958 -0.3292 2.6337  0.0174
55 C -0.2015 -0.2946 3.6378  -0.2615
56 N 0.4446 -0.2983 4.7559  -0.0624
57 C 1.6875 -1.0762 4.9156  -0.0928
58 C 1.4789 -2.0915 6.0263  -0.1755
59 O 1.0212 -1.4628 7.2093  -0.1149
60 C -0.2204 -0.8129 7.0227  -0.1801
61 C -0.0919 0.2941 5.9896  -0.0836
62 H 2.4840 -0.3788 5.1802  0.1380
63 H 1.9321 -1.5513 3.9667  0.1091
64 H 2.4240 -2.5714 6.2737  0.1358
65 H 0.7631 -2.8594 5.7053  0.1325
66 H -0.5087 -0.3978 7.9866  0.1349
67 H -0.9819 -1.5356 6.7019  0.1331
68 H 0.6129 1.0512 6.3380  0.1379
69 H -1.0510 0.7626 5.7777  0.1374
70 Cl 1.9219 0.2715 -1.6232  0.4974
71 Si 1.6170 -0.7312 0.1783  -0.2806
72 Cl 2.5641 -2.4643 0.8729  0.2747
73 Cl 2.5543 0.6450 1.6482  0.1766

Results
- Max |F|: 0.115 Eh/bohr
- Total charge: +1
- 2S+1: 1
- E_HOMO (alpha / beta): -9.0 / -9.1 eV
- Molar mass: 840.08 g mol⁻¹
- Frontier orbital gap (alpha / beta): 5.1 / 5.5 eV
- E_LUMO (alpha / beta): -0.1433 / -0.1296 Eh
- Energy above the lowest of the compared OMol25 structures with the same formula, charge and spin: 683.52 kcal per mole


[2]
Molecular formula: C16H24N2O3S
Method: DFT, ωB97M-V with the def2-TZVPD basis set

Each line ends with the natural charge from an NBO analysis.
Cartesian coordinates (Å):
1 C 2.8652 -4.2095 -1.1625  -0.4242
2 N 1.8070 -3.3026 -0.7924  -0.6062
3 C 0.5055 -3.6688 -0.7912  0.6544
4 O 0.1373 -4.7965 -1.0522  -0.6211
5 C -0.4336 -2.5502 -0.4445  -0.0843
6 C -0.2442 -1.3008 -1.0271  -0.1825
7 C -1.1211 -0.2711 -0.7604  -0.3562
8 S -0.8472 1.3201 -1.5212  2.3172
9 O -1.9017 1.6266 -2.4406  -0.9326
10 O 0.5082 1.3543 -2.0042  -0.9512
11 N -1.0688 2.3201 -0.2049  -0.8697
12 C 0.0339 2.3915 0.7399  -0.0563
13 C 1.0948 3.4132 0.3145  -0.4301
14 C 2.5035 3.0195 0.7556  -0.3893
15 C 2.7773 3.1858 2.2481  -0.3907
16 C 1.7916 2.4599 3.1630  -0.4057
17 C 0.4159 3.1286 3.1959  -0.4022
18 C -0.5648 2.6277 2.1338  -0.3963
19 C -2.2024 -0.4560 0.0771  -0.1527
20 C -2.3958 -1.6979 0.6554  -0.2194
21 C -1.5282 -2.7579 0.4061  0.0462
22 C -1.7584 -4.0848 1.0534  -0.6488
23 H 3.3820 -3.8584 -2.0577  0.1975
24 H 2.4078 -5.1764 -1.3663  0.2419
25 H 3.5863 -4.3124 -0.3496  0.1966
26 H 2.0564 -2.3495 -0.5829  0.3970
27 H 0.5674 -1.1068 -1.7122  0.2425
28 H -1.4496 3.2146 -0.4729  0.4071
29 H 0.4851 1.3939 0.6995  0.2027
30 H 1.0877 3.4443 -0.7772  0.2342
31 H 0.8376 4.4063 0.6869  0.1971
32 H 2.6758 1.9812 0.4635  0.1959
33 H 3.2230 3.6330 0.2086  0.2117
34 H 2.7662 4.2493 2.4995  0.1920
35 H 3.7857 2.8161 2.4507  0.2063
36 H 1.6945 1.4166 2.8597  0.1934
37 H 2.2063 2.4696 4.1740  0.2109
38 H 0.5528 4.2064 3.0933  0.1959
39 H -0.0458 2.9594 4.1712  0.2133
40 H -1.0147 1.6890 2.4633  0.2082
41 H -1.3735 3.3555 2.0363  0.2037
42 H -2.8717 0.3684 0.2618  0.2387
43 H -3.2395 -1.8546 1.3113  0.2180
44 H -2.6896 -4.0875 1.6131  0.2117
45 H -1.7857 -4.8655 0.2969  0.2602
46 H -0.9389 -4.3231 1.7306  0.2250

Results
- Max |F|: 0.020 Eh/bohr
- 2S+1: 1
- SMILES: CNC(=O)c1cc(S(=O)(=O)NC2CCCCCC2)ccc1C
- E_HOMO: -9.5 eV
- Molar mass: 324.45 g mol⁻¹
- Frontier orbital gap: 10.1 eV
- E_LUMO: 0.0192 Eh
- Energy above the lowest of the compared OMol25 structures with the same formula, charge and spin: 21.27 kcal per mole


Copy entry 2 word for word.
Molecular formula: C16H24N2O3S
Method: DFT, ωB97M-V with the def2-TZVPD basis set

Each line ends with the natural charge from an NBO analysis.
Cartesian coordinates (Å):
1 C 2.8652 -4.2095 -1.1625  -0.4242
2 N 1.8070 -3.3026 -0.7924  -0.6062
3 C 0.5055 -3.6688 -0.7912  0.6544
4 O 0.1373 -4.7965 -1.0522  -0.6211
5 C -0.4336 -2.5502 -0.4445  -0.0843
6 C -0.2442 -1.3008 -1.0271  -0.1825
7 C -1.1211 -0.2711 -0.7604  -0.3562
8 S -0.8472 1.3201 -1.5212  2.3172
9 O -1.9017 1.6266 -2.4406  -0.9326
10 O 0.5082 1.3543 -2.0042  -0.9512
11 N -1.0688 2.3201 -0.2049  -0.8697
12 C 0.0339 2.3915 0.7399  -0.0563
13 C 1.0948 3.4132 0.3145  -0.4301
14 C 2.5035 3.0195 0.7556  -0.3893
15 C 2.7773 3.1858 2.2481  -0.3907
16 C 1.7916 2.4599 3.1630  -0.4057
17 C 0.4159 3.1286 3.1959  -0.4022
18 C -0.5648 2.6277 2.1338  -0.3963
19 C -2.2024 -0.4560 0.0771  -0.1527
20 C -2.3958 -1.6979 0.6554  -0.2194
21 C -1.5282 -2.7579 0.4061  0.0462
22 C -1.7584 -4.0848 1.0534  -0.6488
23 H 3.3820 -3.8584 -2.0577  0.1975
24 H 2.4078 -5.1764 -1.3663  0.2419
25 H 3.5863 -4.3124 -0.3496  0.1966
26 H 2.0564 -2.3495 -0.5829  0.3970
27 H 0.5674 -1.1068 -1.7122  0.2425
28 H -1.4496 3.2146 -0.4729  0.4071
29 H 0.4851 1.3939 0.6995  0.2027
30 H 1.0877 3.4443 -0.7772  0.2342
31 H 0.8376 4.4063 0.6869  0.1971
32 H 2.6758 1.9812 0.4635  0.1959
33 H 3.2230 3.6330 0.2086  0.2117
34 H 2.7662 4.2493 2.4995  0.1920
35 H 3.7857 2.8161 2.4507  0.2063
36 H 1.6945 1.4166 2.8597  0.1934
37 H 2.2063 2.4696 4.1740  0.2109
38 H 0.5528 4.2064 3.0933  0.1959
39 H -0.0458 2.9594 4.1712  0.2133
40 H -1.0147 1.6890 2.4633  0.2082
41 H -1.3735 3.3555 2.0363  0.2037
42 H -2.8717 0.3684 0.2618  0.2387
43 H -3.2395 -1.8546 1.3113  0.2180
44 H -2.6896 -4.0875 1.6131  0.2117
45 H -1.7857 -4.8655 0.2969  0.2602
46 H -0.9389 -4.3231 1.7306  0.2250

Results
- Max |F|: 0.020 Eh/bohr
- 2S+1: 1
- SMILES: CNC(=O)c1cc(S(=O)(=O)NC2CCCCCC2)ccc1C
- E_HOMO: -9.5 eV
- Molar mass: 324.45 g mol⁻¹
- Frontier orbital gap: 10.1 eV
- E_LUMO: 0.0192 Eh
- Energy above the lowest of the compared OMol25 structures with the same formula, charge and spin: 21.27 kcal per mole